[1]
35
Properties=species:S:1:pos:R:3 method="wB97M-V/def2-TZVPD" total_energy_ev=-65585.732 molar_mass_g_mol=595.3 multiplicity=1 fmax_ev_per_a=3.84 total_charge=+2 lumo_ev=-11.42
C 0.96410 -1.15383 3.27376
C -0.38045 -0.57865 2.46168
P -0.35529 -1.41029 0.74325
C -2.01813 -2.22784 0.28353
C -3.33076 -1.62897 1.06209
Si 0.42253 -0.09632 -0.83403
O -0.43874 1.45964 -0.91957
Si -1.98087 1.08242 -1.73357
P -3.05878 2.88827 -2.41757
O -2.21165 4.30108 -1.77997
I -5.28815 3.02095 -1.28923
P 2.58617 0.15572 -0.44473
C 3.65642 -0.57313 -1.85769
C 3.04823 1.98495 -0.13190
H 0.64100 -2.14335 3.81178
H 1.44407 -0.34879 3.97943
H 1.77670 -1.46764 2.45944
H -0.17604 0.58094 2.33215
H -1.31062 -0.82704 3.12713
H -2.22983 -2.13818 -0.87621
H -1.93626 -3.37974 0.51832
H -4.08553 -1.15568 0.26777
H -3.91740 -2.57178 1.50026
H -3.09713 -0.81534 1.87118
H 0.29904 -0.71053 -2.16242
H -2.83669 0.44515 -0.73728
H -1.77214 0.17486 -2.87577
H -1.67214 3.92020 -1.01165
H 3.53752 -1.75777 -1.94216
H 3.38102 -0.09821 -2.91310
H 4.81867 -0.40721 -1.64294
H 3.68578 2.11086 0.86598
H 2.13668 2.71431 -0.02201
H 3.78682 2.31622 -1.00923
Pt 5.91185 -1.66529 -1.95672


[2]
40
Properties=species:S:1:pos:R:3 method="wB97M-V/def2-TZVPD" total_energy_ev=-78410.735 molar_mass_g_mol=558.6 multiplicity=6 fmax_ev_per_a=2.16 total_charge=-1 lumo_ev="1.60 / -0.29"
Ru -0.07786 -0.20012 0.37465
C -5.09317 -1.99482 0.84468
S -3.77842 -3.20387 0.50411
C -2.41225 -2.15753 0.23319
S -2.22224 -0.65849 1.16982
N -1.50467 -2.58203 -0.58349
N -0.40283 -1.87532 -0.66984
C 0.56044 -2.20506 -1.54051
C 1.68377 -1.37927 -1.57523
C 2.73498 -1.52438 -2.51176
C 3.72807 -0.58984 -2.56307
C 3.68625 0.50069 -1.67579
C 2.66991 0.56563 -0.74712
N 1.70509 -0.33958 -0.67669
H -5.82391 -2.49097 1.47362
H -5.54099 -1.69422 -0.09829
H -4.65586 -1.14274 1.35831
H 0.42861 -3.05358 -2.19624
H 2.70273 -2.37152 -3.17873
H 4.53245 -0.68092 -3.27988
H 4.42866 1.27850 -1.71776
H 2.61603 1.38359 -0.03545
O 4.01629 1.42758 4.88542
C 3.24467 1.04147 4.03276
C 3.07799 -0.38293 3.56535
O 3.80505 -1.31492 3.85093
C 1.90323 -0.38361 2.65829
C 1.47946 0.98459 2.43933
O 0.58657 1.27237 1.59409
C 2.27273 1.90456 3.26335
O 2.19376 3.11700 3.32285
O 1.35747 -1.34880 2.09470
C -4.08143 2.56328 -1.93304
O -2.95334 1.71493 -1.91774
C -1.77333 2.29062 -1.69787
S -1.57396 3.91060 -1.39755
S -0.41347 1.29392 -1.83954
H -4.93499 1.93423 -2.17219
H -3.95555 3.33932 -2.69343
H -4.21595 3.05161 -0.96424


[3]
70
Properties=species:S:1:pos:R:3 method="wB97M-V/def2-TZVPD" total_energy_ev=-86509.848 molar_mass_g_mol=568.6 smiles="CCCOCNC(=O)OP(N)O.CCOS(C)(=O)=O.CCOS(C)(=O)=O.CCOS(C)(=O)=O" multiplicity=1 fmax_ev_per_a=2.10 lumo_ev=0.51
C 4.84868 -1.71615 -0.48577
C 3.78827 -0.61499 -0.56599
C 2.41870 -1.25056 -0.30241
O 1.86839 -0.72821 0.89785
C 0.87499 -1.54055 1.44140
N -0.27047 -0.71918 1.87783
C -1.41962 -1.55413 1.83367
O -1.67471 -2.42169 2.66450
O -2.16555 -1.32121 0.73289
P -3.84757 -1.42915 0.97315
N -4.26164 -0.13186 -0.04797
O -4.24722 -2.68520 0.01971
H 4.68310 -2.42971 -1.28659
H 4.69723 -2.24463 0.44976
H 5.86321 -1.35355 -0.58503
H 3.79675 -0.21727 -1.57222
H 3.96522 0.16406 0.16123
H 2.54504 -2.32733 -0.24827
H 1.75400 -1.00278 -1.12868
H 0.49103 -2.24628 0.71060
H 1.25561 -2.10705 2.28922
H -0.13838 -0.42592 2.83308
H -5.08631 -0.30106 -0.60235
H -4.35229 0.70987 0.49549
H -5.19831 -2.79417 0.08912
C 9.30714 3.15013 -1.82946
C 9.70616 2.53574 -0.50267
O 8.67134 2.66299 0.49606
S 7.44539 1.65371 0.41601
C 6.79005 1.97203 2.01698
O 7.95717 0.31797 0.37136
O 6.51604 2.11066 -0.56676
H 8.50197 2.58815 -2.30020
H 10.16102 3.15807 -2.50694
H 8.95633 4.17180 -1.68816
H 9.98100 1.48604 -0.61390
H 10.56650 3.05682 -0.08818
H 7.52009 1.66793 2.76103
H 5.88020 1.38366 2.11181
H 6.56455 3.03149 2.09782
C -0.53756 1.19499 -1.46374
C -0.40024 0.63633 -2.86351
O -0.71499 1.60740 -3.88951
S 0.38970 2.69074 -4.24359
C -0.33250 3.25493 -5.74585
O 1.62057 2.01852 -4.52376
O 0.34820 3.74454 -3.28026
H 0.22213 1.94936 -1.26178
H -0.42716 0.39854 -0.72766
H -1.51156 1.66506 -1.33077
H 0.59923 0.23407 -3.03794
H -1.10914 -0.17523 -3.01496
H -0.34058 2.43659 -6.45944
H 0.28492 4.07245 -6.10987
H -1.33935 3.60553 -5.53855
C -9.54345 -0.84668 1.14690
C -10.00101 -1.30584 2.51694
O -9.32459 -2.50476 2.95170
S -7.84540 -2.35174 3.51627
C -7.71682 -3.94351 4.25019
O -7.84290 -1.34522 4.52978
O -6.93157 -2.26726 2.41976
H -8.51187 -0.49776 1.17195
H -10.17323 -0.02801 0.79929
H -9.59889 -1.66585 0.43036
H -9.87397 -0.52177 3.26430
H -11.05644 -1.56778 2.49384
H -8.44555 -4.01820 5.05159
H -6.70631 -4.03186 4.64225
H -7.89284 -4.69611 3.48703